# C28H48O15

A 7-piece molecular cluster, C28H48O15 overall (ωB97M-V/def2-TZVPD, OMol25).

Calculated values
HOMO (alpha / beta)	-11.9 / -11.9	eV
LUMO (alpha / beta)	-0.084 / -0.304	Eh
energy relative to the best compared isomer or geometry (same formula, charge and spin)	0.0	kcal per mole
total charge	+1
expectation value of S²	0.754
frontier orbital gap (alpha / beta)	9.6 / 3.6	eV
spin multiplicity	2
total energy	-2223.915744	hartree

The geometry in XYZ format:
```
91
Properties=species:S:1:pos:R:3:forces:R:3:lowdin_charge:R:1
C -3.2652 -2.9839 0.8777 0.10 -0.45 2.02 -0.17
C -3.7757 -1.8872 0.0337 -1.35 1.21 -0.61 -0.14
C -4.1737 -0.7649 1.0716 0.58 -0.64 -0.37 -0.14
O -3.8859 -1.3019 2.3837 -0.62 0.39 -0.59 -0.13
C -2.8957 -2.2645 2.1619 1.44 -0.09 0.48 -0.25
H -2.4242 -3.5776 0.5194 -0.37 -0.18 -0.21 0.11
H -4.1073 -3.5574 1.2651 0.09 -0.78 -0.73 0.13
H -4.6887 -2.1826 -0.4833 0.16 -0.05 -0.25 0.12
H -3.0697 -1.5475 -0.7241 -0.02 0.21 0.16 0.09
H -5.2208 -0.4670 1.0154 0.11 -0.10 0.14 0.13
H -3.5382 0.0970 0.8680 0.03 0.31 0.11 0.08
H -2.7522 -2.9345 3.0096 -0.60 0.00 0.18 0.13
H -1.9328 -1.7581 2.0951 0.53 0.30 -0.40 0.09
C -0.6262 1.4938 2.6282 -0.76 -2.04 1.31 -0.11
C -0.4647 1.6990 4.1502 0.53 1.20 -0.87 -0.13
C -1.0120 3.1049 4.2883 -1.04 -1.23 -0.30 -0.06
O -2.1273 3.0815 3.3663 -0.98 0.92 0.27 0.13
C -2.0773 2.0035 2.4231 3.21 1.08 -0.02 -0.05
H -0.5889 0.4205 2.4419 0.07 0.00 -0.29 0.10
H 0.1757 1.9515 2.0490 -0.52 0.41 -0.21 0.12
H 0.5742 1.7849 4.4687 -0.11 -0.89 0.28 0.14
H -1.1286 1.0077 4.6693 0.59 -0.09 0.42 0.14
H -0.3649 3.8745 3.8674 0.31 0.35 -0.05 0.18
H -1.3909 3.3940 5.2686 -0.13 0.34 -0.14 0.16
H -2.0633 2.4530 1.4302 -1.09 0.26 -0.33 0.15
H -2.9637 1.4099 2.6466 -0.06 -0.42 -0.12 0.16
C 3.6858 -3.2340 -1.8280 2.24 -2.25 1.51 -0.19
C 4.2642 -1.8647 -2.0327 -0.23 0.89 -0.09 -0.15
C 3.7289 -1.5013 -3.4098 -0.47 0.01 0.36 -0.15
O 2.4680 -2.2203 -3.4202 -0.92 1.43 -1.33 -0.16
C 2.6200 -3.4664 -2.8300 -0.22 -0.41 0.09 -0.24
H 3.4592 -3.4447 -0.7828 -0.52 0.23 0.01 0.10
H 4.4040 -4.0274 -2.0351 0.65 0.20 0.11 0.12
H 5.3337 -1.7415 -1.8621 -0.02 -0.29 -0.27 0.12
H 3.7766 -1.1629 -1.3561 0.04 0.04 0.25 0.10
H 4.3630 -1.7627 -4.2569 0.01 -0.39 0.00 0.13
H 3.5122 -0.4348 -3.4705 -0.23 -0.12 -0.18 0.11
H 2.8866 -4.2368 -3.5535 0.28 0.04 -0.29 0.12
H 1.7296 -3.8765 -2.3533 -0.64 0.60 -0.13 0.12
C 0.7630 -2.2290 0.4149 0.21 -0.22 -0.96 0.03
C 0.5619 -1.3283 -0.8439 0.81 -0.91 0.59 -0.28
C -0.4062 -1.7815 -1.9082 0.06 -1.24 -0.55 -0.08
O -1.2332 -0.6596 -2.1920 0.10 -0.20 0.39 0.07
C -1.0083 0.2510 -1.2440 -1.47 2.16 -1.11 -0.56
O -1.6574 1.2898 -1.2239 1.31 -1.48 0.94 0.11
O -0.0069 -0.1073 -0.4513 -0.55 1.74 1.06 0.09
H 0.9344 -1.6824 1.3422 0.03 0.36 -0.29 0.06
H 1.6403 -2.8526 0.2429 0.07 0.03 0.05 0.07
H -0.0463 -2.9335 0.6068 -0.34 0.20 -0.19 0.07
H 1.5033 -1.1456 -1.3620 0.23 0.27 0.43 0.13
H -0.9997 -2.5996 -1.5000 -0.30 -0.13 -0.48 0.13
H 0.1146 -2.0154 -2.8367 -0.10 -0.41 0.17 0.13
C -0.7759 -0.7652 -6.1431 0.58 0.34 0.40 0.01
C -0.1655 0.6373 -5.8819 -0.93 0.03 -1.24 -0.31
C -1.0274 1.6997 -5.2096 -1.58 -0.10 -0.49 -0.07
O -0.2076 2.2812 -4.2060 -0.41 0.56 0.31 0.07
C 0.8633 1.5304 -4.0266 1.81 -0.52 2.01 -0.52
O 1.6658 1.6582 -3.0891 -2.06 -0.47 -2.71 0.11
O 0.8924 0.5772 -4.9769 2.20 -0.73 1.17 0.09
H -1.0322 -1.2320 -5.1921 -0.57 0.18 0.00 0.07
H -0.0828 -1.4813 -6.5845 0.55 0.45 -0.05 0.09
H -1.5849 -0.7420 -6.8732 -0.32 0.30 0.42 0.09
H 0.1657 1.0582 -6.8312 0.46 -0.17 -0.07 0.15
H -1.9124 1.2355 -4.7744 0.01 0.11 0.45 0.14
H -1.3761 2.4990 -5.8636 0.20 -0.12 -0.08 0.14
C 1.0132 -2.1816 4.1622 -0.14 0.07 -0.05 -0.03
C 1.0626 -2.0692 5.6973 0.63 -1.02 -2.35 -0.33
C 2.4663 -2.1549 6.2720 -0.35 -2.08 0.62 -0.09
O 2.6729 -0.9548 6.9664 0.66 0.07 -0.57 0.11
C 1.5975 -0.2063 6.8594 -0.82 3.58 1.95 -0.50
O 1.4899 0.8582 7.4822 -0.42 -2.97 -2.46 0.12
O 0.6718 -0.7688 5.9981 -0.22 1.61 1.82 0.06
H 1.3370 -1.2414 3.7156 0.27 0.07 0.08 0.08
H -0.0064 -2.3372 3.8095 -0.11 -0.11 0.11 0.07
H 1.6314 -2.9789 3.7496 0.01 -0.12 0.21 0.09
H 0.4405 -2.8753 6.0860 -0.39 0.51 0.52 0.16
H 3.1835 -2.4419 5.5031 0.42 0.68 0.24 0.14
H 2.4498 -2.9169 7.0512 0.39 -0.28 -0.21 0.14
C 0.8546 3.7574 -0.4978 0.31 1.34 -0.40 0.00
C 0.2235 4.4949 -1.7323 1.97 -1.81 0.73 -0.28
C -1.2568 4.4088 -1.7852 -0.17 -0.38 0.43 -0.09
O -1.6242 5.7654 -1.6281 -3.23 -0.50 -0.26 0.11
C -0.6151 6.5736 -1.6071 -0.03 6.62 -0.51 -0.56
O -0.7085 7.8492 -1.6014 0.50 -5.55 0.27 0.07
O 0.4975 5.8916 -1.6705 1.86 -0.21 0.16 0.12
H 1.9137 3.5671 -0.6719 -0.09 -0.18 -0.09 0.08
H 0.3693 2.8459 -0.1488 -0.22 -0.01 -0.56 0.05
H 0.8275 4.4980 0.3016 -0.11 0.00 0.32 0.08
H 0.6853 4.1038 -2.6389 -0.01 0.15 0.07 0.13
H -1.6584 3.8444 -0.9437 -0.16 -0.01 -0.18 0.11
H -1.5450 3.9322 -2.7222 -0.61 0.50 0.03 0.13
```
Positions in Å, forces in eV/Å.